108
Properties=species:S:1:pos:R:3:forces:R:3:lowdin_charge:R:1 method="wB97M-V/def2-TZVPD" total_charge=0 lumo_ev=0.1 homo_energy_ev=-9.32 de_lowest_ev=4.886
C 2.787530 -3.640685 -2.809004 1.4 1.0 0.4 -0.13
O 2.890794 -2.530982 -1.878927 -0.6 -0.7 -0.4 -0.15
H 1.798768 -4.002829 -2.994803 -0.9 0.2 -0.2 0.05
H 3.298907 -3.393726 -3.763141 -0.3 -0.3 0.5 0.08
H 3.296576 -4.456794 -2.318157 0.4 -0.2 0.0 0.08
H 2.439485 -1.756216 -2.266311 0.2 -0.4 -0.2 0.03
C -1.269721 -3.479225 -3.187041 0.0 -0.3 -0.1 -0.12
O -1.260796 -2.705144 -4.413595 -0.2 -0.4 1.1 -0.13
H -2.160996 -3.324839 -2.538528 0.5 0.3 -0.5 0.07
H -1.288308 -4.538464 -3.461302 0.2 0.0 0.2 0.08
H -0.352025 -3.291696 -2.605684 -0.4 0.2 -0.4 0.07
H -2.013163 -3.055818 -4.898377 0.0 0.2 -0.3 0.08
C 2.338674 2.689804 -2.492621 -0.1 -0.5 0.0 -0.08
O 1.654084 2.200899 -3.687555 0.6 0.4 0.3 -0.15
H 2.231667 3.756567 -2.387600 0.0 0.5 -0.2 0.09
H 1.935017 2.244966 -1.583734 -0.4 -0.2 -0.3 0.06
H 3.386115 2.409396 -2.520618 0.2 0.1 -0.2 0.08
H 2.048752 2.674978 -4.435897 -0.1 -0.2 0.2 0.11
C 2.169265 -4.324863 1.676515 -0.3 -0.3 0.9 -0.13
O 1.189521 -4.331238 0.636802 1.2 0.9 -0.8 -0.15
H 1.668005 -4.564647 2.618914 0.0 0.0 -0.1 0.08
H 2.962178 -5.069929 1.520070 -0.1 0.3 -0.2 0.08
H 2.572320 -3.319154 1.789727 0.2 -0.1 0.0 0.06
H 1.655801 -3.751549 -0.012883 -1.1 -0.7 0.0 0.07
C -0.494020 -1.768515 4.406470 -0.1 -1.2 -1.0 -0.15
O 0.636340 -1.643029 3.511550 -1.5 1.0 0.5 -0.16
H -0.786455 -0.928771 5.004359 0.5 1.0 0.3 0.06
H -1.424468 -2.029357 3.864444 0.4 0.0 0.0 0.06
H -0.293303 -2.593689 5.078923 0.1 -0.1 0.1 0.08
H 0.367029 -0.902809 2.907005 0.6 -0.6 0.2 0.02
C -1.251257 0.418632 -3.887890 0.1 -0.4 -0.5 -0.13
O -1.083711 1.806526 -3.602815 0.1 -0.1 -0.1 -0.16
H -0.500185 -0.238220 -3.391479 -0.6 0.6 -0.3 0.07
H -2.263065 0.104829 -3.625100 0.1 0.2 0.4 0.07
H -1.204398 0.251076 -4.976397 0.2 -0.1 0.2 0.08
H -0.207852 2.086892 -3.922884 -0.2 -0.2 0.4 0.06
C 1.823741 -1.248494 -5.052814 -1.7 -1.1 1.8 -0.10
O 1.686951 -0.736590 -3.707817 0.8 0.7 -0.6 -0.17
H 2.780832 -1.103315 -5.490535 0.8 0.4 -0.4 0.08
H 1.648049 -2.301187 -4.858884 0.2 -0.3 -0.7 0.06
H 0.968767 -0.917907 -5.629914 0.1 0.3 -0.5 0.08
H 1.857224 0.215936 -3.784963 -0.2 0.1 0.4 0.05
C -0.711592 5.262855 -0.197941 -1.0 -0.6 0.3 -0.18
O -1.117156 5.911003 -1.375208 0.0 -0.2 -0.7 -0.13
H -0.232690 6.057962 0.346113 0.6 -0.1 0.6 0.07
H -1.604797 4.935885 0.407893 0.7 0.1 -0.4 0.09
H -0.042456 4.369114 -0.337140 -0.4 0.9 0.0 0.07
H -1.622706 5.308794 -1.951902 0.1 0.0 0.3 0.04
C -1.978996 -3.926920 1.789978 1.1 -0.8 -0.3 -0.13
O -1.571196 -5.206220 1.290437 0.3 0.4 0.0 -0.13
H -1.911351 -3.191813 0.994955 0.2 0.3 -0.2 0.05
H -3.022331 -3.974989 2.064168 -0.2 -0.2 0.4 0.08
H -1.302506 -3.620203 2.606209 -0.6 0.0 -0.2 0.07
H -0.614254 -5.146061 1.076660 -0.7 0.1 0.1 0.05
C 0.394758 2.779326 3.984795 1.2 0.5 -0.4 -0.11
O 0.482871 3.182324 2.612029 1.1 0.8 0.7 -0.13
H 0.436088 1.711118 3.964104 -0.3 -0.9 0.6 0.05
H 1.333192 3.133879 4.456899 -0.6 -0.1 -0.2 0.09
H -0.459762 3.187261 4.522847 -0.1 -0.1 -0.2 0.09
H -0.327930 3.019987 2.167451 -1.3 -0.3 -0.4 0.04
C -3.871260 -1.272343 -0.947230 -1.1 0.4 -0.6 -0.16
O -2.718836 -0.946461 -0.229342 0.3 -0.1 0.7 -0.13
H -4.343693 -2.187198 -0.577611 -0.1 0.1 0.0 0.09
H -4.602780 -0.440240 -0.938769 0.4 -0.4 0.3 0.08
H -3.589902 -1.419209 -1.974731 -0.1 -0.2 -0.8 0.05
H -2.399604 -1.806866 0.057856 0.5 0.2 0.3 0.04
C -3.424119 3.078241 -1.947050 -0.7 -0.8 -0.1 -0.14
O -2.610041 3.917268 -2.748841 0.2 -0.3 0.2 -0.14
H -3.133575 2.000447 -1.908962 0.6 0.8 0.0 0.06
H -3.459836 3.455850 -0.914143 -0.2 0.0 -0.4 0.08
H -4.412485 2.993255 -2.428589 -0.1 0.5 0.6 0.08
H -2.039551 3.315967 -3.247235 0.1 -0.1 -0.1 0.04
C 3.283831 3.026346 0.760987 0.3 -0.6 -1.3 -0.13
O 2.264540 2.055612 0.796109 0.1 -0.6 -0.3 -0.17
H 3.924894 2.729403 -0.079989 0.0 0.0 0.2 0.08
H 2.881363 3.973832 0.482430 -0.3 1.0 0.1 0.07
H 3.941001 3.101459 1.613064 -0.1 -0.1 0.7 0.08
H 1.643426 2.183242 1.523602 0.0 0.6 0.4 0.03
C 0.962911 -0.828335 -0.084202 -0.1 0.0 0.9 0.02
C 0.170072 0.289945 0.514825 -0.4 -1.3 0.2 -0.47
O -0.024472 0.315017 1.719848 0.0 0.5 0.1 0.03
C -0.478450 1.247473 -0.377629 0.6 1.3 -0.7 0.00
H 0.854885 -1.647423 0.622724 0.3 -0.3 0.0 0.08
H 2.009729 -0.528558 -0.148520 0.0 0.0 -0.2 0.10
H 0.565435 -1.127680 -1.035585 0.0 0.0 -0.6 0.07
H -0.198008 2.247852 -0.021678 -0.6 -0.1 -0.1 0.08
H -1.533478 1.071470 -0.485969 -0.5 0.1 0.6 0.07
H -0.138990 1.174654 -1.396685 0.5 -0.1 -0.4 0.06
C 3.332342 0.553093 3.233164 -0.7 0.4 1.1 -0.03
C 4.709691 -0.062149 3.246731 0.6 0.3 0.1 -0.47
O 5.699814 0.631629 3.414572 -0.7 -0.6 -0.2 0.05
C 4.810274 -1.577207 3.078412 -1.9 0.8 0.0 -0.01
H 3.391486 1.616405 3.530943 0.2 -0.4 -0.5 0.08
H 2.593964 0.120577 3.953495 0.8 -0.2 -0.5 0.09
H 2.874159 0.452362 2.251846 0.1 0.0 -0.1 0.07
H 5.787282 -1.877121 3.313026 1.3 -0.5 0.8 0.05
H 4.676864 -1.904407 2.029567 -0.5 0.3 0.5 0.09
H 4.004805 -1.961463 3.770494 1.0 -0.2 -0.9 0.10
C -5.646068 1.154448 2.264061 -0.3 0.3 -0.4 -0.02
C -4.318343 1.712288 2.732040 0.3 -0.1 -0.9 -0.46
O -4.234057 2.913210 2.851715 0.5 -0.1 0.3 0.06
C -3.096180 0.777109 2.965365 -1.6 0.9 0.0 0.00
H -6.003101 0.381522 2.906109 -0.1 -0.9 0.5 0.06
H -5.610733 0.752592 1.233686 0.2 0.1 0.5 0.08
H -6.413117 1.937352 2.308054 0.4 0.0 -0.2 0.09
H -2.928483 0.036682 2.208664 -0.4 -0.5 -0.6 0.05
H -3.295096 0.271240 3.907319 0.4 0.0 0.2 0.09
H -2.224393 1.394682 2.952182 0.6 0.3 0.6 0.05

=====

138
Properties=species:S:1:pos:R:3:forces:R:3:lowdin_charge:R:1 method="wB97M-V/def2-TZVPD" total_charge=-1 lumo_ev=1.6 homo_energy_ev=-3.79
C 0.061953 3.038947 2.556092 0.3 0.0 -0.5 -0.06
C 1.035663 3.044632 1.630513 -0.4 0.1 0.4 -0.32
C 0.857500 2.668927 0.210658 0.0 0.4 0.0 -0.24
Ga 1.505928 0.823413 -0.331414 -0.1 0.0 0.2 0.31
P -0.167159 -0.064082 -1.785035 0.5 0.7 -0.5 0.55
N -0.056503 0.607113 -3.243142 0.1 -0.4 0.3 -0.40
C 3.120060 1.075823 -1.524137 -0.1 0.3 0.2 -0.72
Cl 3.694015 -0.435641 -2.362906 0.0 -0.1 0.0 0.50
C 4.294227 1.788924 -0.835477 0.2 0.0 -0.2 -0.35
C 4.219471 3.322897 -0.962134 0.0 0.0 0.0 -0.11
C 1.707521 -0.553308 1.193150 0.1 -0.2 -0.3 -0.74
Cl 2.458051 0.072034 2.710258 -0.1 0.1 0.2 0.54
C 2.457902 -1.765618 0.704554 0.2 0.3 -0.1 -0.80
C 3.971009 -1.703444 0.760534 0.0 -0.4 -0.1 -0.21
Cl 1.965681 -3.276736 1.654464 -0.1 -0.3 0.0 0.53
H -0.945503 2.745111 2.274181 0.0 0.0 0.1 0.05
H 0.236536 3.281688 3.597196 0.1 0.0 0.0 0.05
H 2.031016 3.376613 1.925849 0.0 -0.2 0.0 0.09
H -0.195472 2.798078 -0.061432 0.0 -0.2 -0.1 0.05
H 1.425814 3.357012 -0.422909 0.0 0.0 0.0 0.05
H -0.115902 -1.483421 -1.819426 -0.2 -0.1 0.2 -0.08
H -1.450113 0.137617 -1.192472 -0.1 -0.3 0.1 -0.08
H 0.076497 -0.152632 -3.906932 -0.2 0.2 -0.3 -0.11
H 2.771427 1.691656 -2.354835 0.0 -0.1 0.0 0.03
H 4.365582 1.509389 0.220449 0.0 0.0 0.0 0.08
H 5.223873 1.443202 -1.299676 0.0 0.0 0.0 0.07
H 5.207224 3.737413 -1.180073 0.0 0.0 0.1 0.06
H 3.850685 3.808015 -0.056666 -0.1 0.0 -0.1 0.05
H 3.570755 3.612755 -1.792713 0.0 0.0 0.1 0.07
H 0.701279 -0.883093 1.454914 0.0 0.2 0.1 0.04
H 2.133767 -1.961837 -0.319212 -0.1 -0.2 0.1 0.05
H 4.335926 -0.777450 0.323525 0.0 0.1 0.1 0.04
H 4.376829 -2.530531 0.172791 0.0 0.1 0.0 0.07
H 4.344664 -1.800564 1.777719 -0.1 0.2 0.0 0.04
C 1.342577 -2.143168 -6.155014 0.1 0.1 0.0 -0.68
O 0.272248 -1.928357 -5.611491 -0.1 -0.1 0.0 0.01
N 1.758159 -3.395351 -6.506878 0.1 0.1 0.3 0.15
N 2.209226 -1.122170 -6.455814 -0.1 -0.1 -0.2 0.15
H 2.621633 -3.570555 -6.981023 0.0 0.0 0.0 0.09
H 1.134902 -4.166293 -6.340297 -0.1 0.0 -0.2 0.06
H 1.940052 -0.196102 -6.179001 0.0 0.0 0.1 0.10
H 3.099064 -1.268983 -6.889080 0.1 0.0 0.1 0.08
C 2.053560 6.796947 1.928355 0.0 0.1 0.0 -0.68
O 2.898766 6.078284 1.418124 0.0 0.0 0.0 0.01
N 2.223636 8.166672 1.981041 0.0 -0.1 0.0 0.13
N 0.898940 6.344387 2.481131 0.0 -0.1 -0.1 0.18
H 1.550425 8.785937 2.388793 0.0 0.0 0.0 0.08
H 3.061127 8.538684 1.579059 0.0 0.0 0.0 0.09
H 0.717213 5.348389 2.472971 0.0 0.1 -0.1 0.06
H 0.230239 6.945190 2.931111 0.0 -0.1 0.1 0.07
C -2.622944 5.808361 4.157433 0.0 0.0 -0.2 -0.68
O -1.694774 6.511808 4.541619 0.1 0.0 0.0 -0.01
N -3.593910 6.315586 3.328717 0.0 0.0 0.1 0.15
N -2.763310 4.507395 4.507847 -0.1 0.3 0.2 0.16
H -4.373370 5.779451 2.999696 0.0 -0.1 -0.1 0.09
H -3.492206 7.273132 3.042913 0.0 0.1 0.0 0.06
H -2.054041 4.077352 5.071754 0.0 -0.1 -0.1 0.08
H -3.500454 3.914275 4.179056 0.1 -0.1 -0.1 0.09
C -3.578758 10.480665 3.135526 0.0 0.0 0.2 -0.67
O -2.894618 9.587315 2.661961 -0.1 -0.2 -0.4 0.01
N -3.816935 10.560462 4.476867 0.0 0.0 -0.1 0.16
N -4.147056 11.458358 2.364497 0.0 -0.1 0.1 0.15
H -4.370548 11.279211 4.900361 0.0 0.0 0.0 0.09
H -3.404328 9.848807 5.052836 0.0 0.0 0.0 0.11
H -3.970028 11.428386 1.378366 0.0 0.0 0.0 0.10
H -4.707919 12.199021 2.738045 0.0 0.0 0.0 0.09
C -2.523818 1.359254 6.484095 0.1 0.0 0.0 -0.66
O -2.530920 1.845084 5.360217 -0.2 0.0 0.1 0.00
N -3.496143 1.670298 7.407094 0.1 -0.1 0.0 0.14
N -1.559489 0.508846 6.904996 -0.3 -0.1 -0.2 0.16
H -3.510582 1.294275 8.334839 0.0 0.0 0.0 0.08
H -4.213140 2.308134 7.122475 0.0 0.0 0.0 0.09
H -0.814414 0.294799 6.267759 0.1 0.0 0.1 0.10
H -1.502212 0.131978 7.830838 0.1 0.1 0.0 0.09
C 2.052978 0.681200 7.837710 0.0 0.1 -0.1 -0.67
O 1.009251 0.057993 7.970917 0.1 -0.1 0.1 0.00
N 2.933918 0.444772 6.830572 0.0 -0.1 0.1 0.17
N 2.403534 1.685244 8.703912 0.1 -0.1 0.0 0.14
H 3.776462 0.971400 6.704548 0.0 0.0 -0.1 0.10
H 2.709444 -0.269328 6.160527 0.0 0.0 -0.1 0.10
H 1.765999 1.893914 9.446651 0.0 0.0 0.0 0.10
H 3.241923 2.224455 8.609350 0.0 0.0 0.0 0.09
C -3.765599 7.306018 -1.012764 0.0 0.0 0.0 -0.69
O -4.330223 6.949284 -2.033695 0.0 0.0 0.0 0.01
N -2.695019 6.648888 -0.483225 -0.1 0.1 0.0 0.16
N -4.184476 8.413772 -0.312619 0.2 0.0 0.2 0.14
H -2.230723 6.931569 0.360228 0.0 0.0 0.0 0.09
H -2.365889 5.834960 -0.968775 0.0 0.0 0.0 0.11
H -4.977262 8.900295 -0.681761 0.0 0.0 0.0 0.09
H -3.742696 8.733336 0.534051 0.0 0.0 0.0 0.05
C -0.373387 -6.311913 -1.180354 0.0 0.1 0.1 -0.70
O -0.811812 -6.609564 -2.279397 0.0 0.0 0.0 0.01
N 0.277718 -5.140251 -0.926206 0.1 -0.2 0.0 0.16
N -0.481178 -7.154706 -0.100324 0.0 0.1 0.0 0.14
H 0.629767 -4.885723 -0.018744 0.0 0.2 0.0 0.03
H 0.386765 -4.494692 -1.687217 0.0 0.0 0.0 0.10
H -0.943579 -8.030463 -0.247089 0.0 0.0 0.0 0.10
H -0.120961 -6.937316 0.810479 0.0 0.0 0.0 0.10
C -1.014241 -6.143639 -7.771525 -0.4 0.3 0.1 -0.68
O -0.008988 -5.502353 -7.505566 0.2 -0.3 0.0 0.01
N -2.138886 -5.516209 -8.253479 0.1 -0.1 0.0 0.15
N -1.148455 -7.481113 -7.592170 0.3 0.0 -0.4 0.16
H -2.989292 -6.004135 -8.461799 0.0 0.0 0.0 0.09
H -2.088726 -4.523043 -8.379127 0.0 0.0 0.0 0.10
H -0.374051 -7.986819 -7.207929 0.0 0.0 0.1 0.11
H -2.022089 -7.956402 -7.733432 -0.1 0.0 0.4 0.07
C 3.587211 -8.292232 0.078961 0.0 0.0 -0.1 -0.68
O 3.361831 -8.244312 1.276087 0.0 0.0 0.0 0.02
N 2.873683 -7.584033 -0.840093 0.1 0.0 0.1 0.17
N 4.588579 -9.081963 -0.437522 -0.1 0.0 0.0 0.14
H 3.041203 -7.624781 -1.826571 0.0 0.0 0.0 0.10
H 2.137529 -6.993264 -0.500462 0.0 0.0 -0.1 0.07
H 5.130316 -9.615300 0.213710 0.0 0.0 0.0 0.09
H 4.795463 -9.139823 -1.415310 0.0 0.0 0.0 0.08
C -4.085868 -7.583917 -5.399749 0.2 0.2 0.3 -0.67
O -3.593385 -8.353079 -6.219585 -0.3 -0.1 -0.2 -0.01
N -3.533684 -6.368613 -5.126313 -0.2 -0.1 -0.2 0.18
N -5.212408 -7.887855 -4.694744 0.0 0.1 -0.1 0.16
H -3.902945 -5.742830 -4.436270 0.1 0.0 0.1 0.10
H -2.682839 -6.121977 -5.598285 0.1 0.0 0.1 0.09
H -5.646375 -8.772141 -4.874059 0.0 -0.1 0.0 0.10
H -5.632360 -7.274325 -4.016485 -0.1 0.0 0.0 0.07
C -7.861055 -5.222875 -3.976188 0.1 0.1 0.0 -0.68
O -7.657402 -6.245859 -3.340694 0.1 -0.1 0.0 0.01
N -7.981425 -5.224782 -5.338470 -0.1 0.0 0.1 0.15
N -7.970431 -4.001611 -3.373596 -0.1 -0.1 -0.1 0.15
H -8.135401 -4.397102 -5.880854 0.0 0.0 0.0 0.09
H -7.885391 -6.106811 -5.804862 0.0 0.0 0.0 0.10
H -7.872750 -3.972665 -2.376602 0.0 0.0 0.0 0.10
H -8.124781 -3.148613 -3.875182 0.0 0.0 0.0 0.09
C 7.605933 -1.598027 1.646286 -0.1 0.0 -0.2 -0.68
O 6.680421 -1.256389 2.353335 0.2 0.0 0.2 0.03
N 7.762693 -2.893311 1.222391 0.1 0.1 0.1 0.15
N 8.557524 -0.714740 1.200482 0.0 -0.1 0.1 0.14
H 8.504051 -3.193745 0.620907 0.0 0.0 -0.1 0.08
H 7.064181 -3.551972 1.511295 -0.1 0.0 0.0 0.10
H 8.448037 0.243654 1.471032 0.0 0.0 0.0 0.10
H 9.313563 -0.972803 0.597612 0.0 0.0 -0.1 0.08